Record 1
Molecular formula: C2H7Br2N2
Method: DFT, ωB97M-V with the def2-TZVPD basis set

Output
* lowest unoccupied orbital energy (spin up / spin down): -3.91 / -8.00 eV
* ⟨S²⟩: 2.01
* energy relative to the best compared isomer or geometry (same formula, charge and spin): 0.0000 eV
* M: 218.90 g/mol
* orbital gap (spin up / spin down): 6.60 / 6.05 eV

```
! wB97M-V def2-TZVPD RIJCOSX def2/J DEFGRID3
* xyz 1 3
C 0.263 -0.367 -0.754
C -0.883 -0.201 0.374
N 1.328 0.650 -0.724
N -0.483 -0.497 1.638
Br -2.475 -1.182 -0.263
Br -1.378 1.946 -0.049
H -0.290 -0.520 -1.748
H 0.601 -1.392 -0.726
H 0.931 1.591 -0.500
H 1.814 0.480 -1.689
H -0.026 0.220 2.142
H 1.828 0.171 0.095
H -1.228 -0.898 2.203
*
```

Results of the Mulliken charge analysis, in e, for atoms 1 through 5: -0.97, 0.04, -0.09, -0.43, 0.00

=====

Record 2
Molecular formula: C2H7BrN2S
Method: DFT, ωB97M-V with the def2-TZVPD basis set

Output
* lowest unoccupied orbital energy: 0.71 eV
* energy relative to the best compared isomer or geometry (same formula, charge and spin): 0.0000 eV
* M: 171.06 g/mol
* orbital gap: 9.61 eV

```
! wB97M-V def2-TZVPD RIJCOSX def2/J DEFGRID3
* xyz 0 1
C -0.715 -1.827 -0.648
S 0.409 -1.364 0.681
N 0.487 0.349 0.546
N -0.600 0.974 1.328
C 1.219 1.179 -0.229
Br 0.305 1.842 -1.905
H -0.189 -1.475 -1.666
H -1.477 -1.068 -0.460
H -1.028 -2.854 -0.424
H -1.554 0.815 0.810
H -0.560 0.616 2.274
H 1.615 2.110 0.300
H 2.088 0.703 -0.607
*
```

Results of the Mulliken charge analysis, in e, for atoms 1 through 5: -0.63, -0.02, -0.06, -0.56, -0.39

=====

Record 3
Molecular formula: C2H7Cl2N2P
Method: DFT, ωB97M-V with the def2-TZVPD basis set

Output
* lowest unoccupied orbital energy (spin up / spin down): 0.33 / 0.33 eV
* energy relative to the best compared isomer or geometry (same formula, charge and spin): 2.8587 eV
* M: 160.97 g/mol
* orbital gap (spin up / spin down): 8.05 / 8.05 eV

```
! wB97M-V def2-TZVPD RIJCOSX def2/J DEFGRID3
* xyz 0 1
C 0.741 -2.370 -0.732
N 0.257 -1.150 -1.419
N 0.671 -0.017 -1.093
P 0.015 1.103 0.059
C -0.838 1.796 1.774
Cl -1.465 1.934 -1.060
Cl 1.407 2.435 -0.187
H 0.158 -2.600 0.137
H 0.683 -3.209 -1.477
H 1.727 -2.328 -0.251
H -0.559 -1.283 -1.912
H -0.327 1.257 2.578
H -0.594 2.918 1.744
H -1.876 1.515 1.838
*
```

Results of the Mulliken charge analysis, in e, for atoms 1 through 5: -0.74, -0.08, -0.44, 0.71, -1.07

=====

Record 4
Molecular formula: C2H7Cl2N2P
Method: DFT, ωB97M-V with the def2-TZVPD basis set

Output
* lowest unoccupied orbital energy (spin up / spin down): 0.82 / -3.58 eV
* ⟨S²⟩: 2.01
* energy relative to the best compared isomer or geometry (same formula, charge and spin): 0.6230 eV
* M: 160.97 g/mol
* orbital gap (spin up / spin down): 5.23 / 6.46 eV

```
! wB97M-V def2-TZVPD RIJCOSX def2/J DEFGRID3
* xyz 0 3
C -0.143 -0.678 -1.353
C 1.514 -0.485 0.353
N -1.965 -0.187 0.980
N 0.406 0.138 -0.286
P -0.817 0.791 0.575
Cl -1.371 2.352 -0.630
Cl 0.124 1.721 2.091
H -0.969 0.029 -1.664
H 0.671 -0.606 -2.097
H -0.336 -1.622 -0.905
H 1.924 0.153 1.199
H 1.278 -1.440 0.807
H 2.280 -0.699 -0.394
H -2.596 0.533 1.323
*
```

Results of the Mulliken charge analysis, in e, for atoms 1 through 5: -1.04, -0.85, -0.43, 0.05, 0.38